1.
C4H13NO2 | the ωB97M-V functional and the def2-TZVPD basis

Lowest unoccupied orbital energy   0.7 eV
Highest occupied orbital energy   -9.022 eV
SMILES   CCNCCO.O
Orbital gap   9.695 eV
ΔE to the lowest compared entry with this formula, charge and spin   0.993 eV
Electronic energy   -9943.203 eV
Charge   0

Each atom is followed by the atoms it is bonded to, with distances in Å.
Cartesian coordinates (Å):
1 C 1.84 1.11 0.33  C2 1.545, H7 1.086, H8 1.093, H9 1.094
2 C 1.37 0.30 -0.90  C1 1.545, N3 1.461, H10 1.090, H11 1.093
3 N 0.06 0.71 -1.41  C2 1.461, C4 1.455, H12 1.008
4 C -1.03 -0.23 -1.19  N3 1.455, C5 1.541, H13 1.081, H14 1.102
5 C -1.95 0.17 -0.02  C4 1.541, O6 1.425, H15 1.084, H16 1.096
6 O -2.35 -0.96 0.74  C5 1.425, H17 0.974
7 H 2.45 1.96 0.02  C1 1.086
8 H 1.01 1.53 0.90  C1 1.093
9 H 2.47 0.49 0.98  C1 1.094
10 H 2.13 0.41 -1.67  C2 1.090
11 H 1.39 -0.76 -0.63  C2 1.093
12 H 0.17 0.91 -2.39  N3 1.008
13 H -1.62 -0.35 -2.09  C4 1.081
14 H -0.68 -1.25 -0.96  C4 1.102
15 H -2.86 0.64 -0.38  C5 1.084
16 H -1.42 0.92 0.59  C5 1.096
17 H -1.72 -1.05 1.48  O6 0.974
18 H 0.40 -0.97 2.74  O20 0.965
19 H 0.37 -1.83 1.49  O20 0.966
20 O -0.03 -1.75 2.37  H18 0.965, H19 0.966

2.
C4H13NO2 | the ωB97M-V functional and the def2-TZVPD basis

Lowest unoccupied orbital energy   0.9 eV
Highest occupied orbital energy   -9.468 eV
SMILES   CCCNCO.O
Orbital gap   10.368 eV
ΔE to the lowest compared entry with this formula, charge and spin   1.446 eV
Electronic energy   -9942.750 eV
Charge   0

Each atom is followed by the atoms it is bonded to, with distances in Å.
Cartesian coordinates (Å):
1 C 0.13 0.27 0.53  N2 1.506, C5 1.573, H7 1.105, H8 1.114
2 N -1.01 -0.42 -0.18  C1 1.506, C3 1.431, H9 1.010
3 C -1.30 0.32 -1.37  N2 1.431, O4 1.450, H10 1.121, H11 1.077
4 O -0.32 0.17 -2.43  C3 1.450, H12 0.962
5 C 1.23 -0.84 0.69  C1 1.573, C6 1.549, H13 1.082, H14 1.100
6 C 2.41 -0.57 -0.28  C5 1.549, H15 1.091, H16 1.079, H17 1.087
7 H -0.32 0.38 1.54  C1 1.105
8 H 0.48 1.19 0.00  C1 1.114
9 H -0.77 -1.38 -0.37  N2 1.010
10 H -2.11 -0.19 -1.95  C3 1.121
11 H -1.59 1.34 -1.22  C3 1.077
12 H 0.58 0.14 -2.09  O4 0.962
13 H 1.56 -0.81 1.72  C5 1.082
14 H 0.84 -1.86 0.59  C5 1.100
15 H 2.32 0.40 -0.77  C6 1.091
16 H 2.43 -1.32 -1.07  C6 1.079
17 H 3.37 -0.56 0.21  C6 1.087
18 H -2.97 1.00 2.83  O20 0.958
19 H -2.25 1.10 1.49  O20 0.965
20 O -2.71 1.63 2.15  H18 0.958, H19 0.965

3.
C4H13NO2 | the ωB97M-V functional and the def2-TZVPD basis

Lowest unoccupied orbital energy   0.8 eV
Highest occupied orbital energy   -8.416 eV
SMILES   CN[C@@H](C)CO.O
Orbital gap   9.238 eV
ΔE to the lowest compared entry with this formula, charge and spin   2.109 eV
Electronic energy   -9942.088 eV
Charge   0

Each atom is followed by the atoms it is bonded to, with distances in Å.
Cartesian coordinates (Å):
1 C 0.80 -0.98 -0.69  N2 1.436, H7 1.024, H8 1.098, H9 1.083
2 N 0.03 -0.56 0.44  C1 1.436, C4 1.581, H10 1.036
3 C -0.92 1.81 -0.31  C4 1.510, H11 1.079, H12 1.123, H13 1.057
4 C -1.14 0.50 0.41  N2 1.581, C3 1.510, C5 1.475, H14 1.103
5 C -2.25 -0.25 -0.21  C4 1.475, O6 1.424, H15 1.136, H16 1.109
6 O -3.34 0.64 -0.41  C5 1.424, H17 0.926
7 H 1.51 -0.24 -0.74  C1 1.024
8 H 1.34 -1.94 -0.59  C1 1.098
9 H 0.32 -1.10 -1.66  C1 1.083
10 H 0.58 -0.12 1.20  N2 1.036
11 H -1.43 1.95 -1.24  C3 1.079
12 H -1.24 2.66 0.35  C3 1.123
13 H 0.11 2.03 -0.44  C3 1.057
14 H -1.42 0.59 1.47  C4 1.103
15 H -2.58 -1.13 0.43  C5 1.136
16 H -1.93 -0.71 -1.16  C5 1.109
17 H -3.91 0.29 -1.04  O6 0.926
18 H 6.42 -0.65 0.62  O20 0.989
19 H 5.57 -0.91 1.70  O20 0.949
20 O 5.53 -1.06 0.77  H18 0.989, H19 0.949

4.
C4H13NO2 | the ωB97M-V functional and the def2-TZVPD basis

Lowest unoccupied orbital energy   0.7 eV
Highest occupied orbital energy   -9.358 eV
SMILES   C[C@H](O)CCN.O
Orbital gap   10.060 eV
ΔE to the lowest compared entry with this formula, charge and spin   1.230 eV
Electronic energy   -9942.966 eV
Charge   0

Each atom is followed by the atoms it is bonded to, with distances in Å.
Cartesian coordinates (Å):
1 C 1.21 0.60 0.27  C2 1.570, C5 1.531, H7 1.091, H8 1.101
2 C -0.36 0.62 0.38  C1 1.570, C3 1.558, O4 1.439, H9 1.093
3 C -0.85 2.07 0.64  C2 1.558, H10 1.096, H11 1.095, H12 1.101
4 O -0.81 -0.18 1.49  C2 1.439, H13 0.972
5 C 1.71 -0.52 -0.64  C1 1.531, N6 1.468, H14 1.099, H15 1.094
6 N 1.01 -0.50 -1.94  C5 1.468, H16 1.016, H17 1.016
7 H 1.48 1.64 0.09  C1 1.091
8 H 1.38 0.48 1.36  C1 1.101
9 H -1.01 0.32 -0.44  C2 1.093
10 H -0.63 2.42 1.65  C3 1.096
11 H -1.86 2.38 0.34  C3 1.095
12 H -0.23 2.72 0.00  C3 1.101
13 H -0.63 -1.09 1.20  O4 0.972
14 H 2.78 -0.29 -0.72  C5 1.099
15 H 1.58 -1.48 -0.13  C5 1.094
16 H 1.61 -0.43 -2.75  N6 1.016
17 H 0.55 -1.41 -2.04  N6 1.016
18 H -2.70 -3.08 0.48  O20 0.952
19 H -2.31 -1.72 0.26  O20 0.961
20 O -1.91 -2.55 0.51  H18 0.952, H19 0.961

5.
C4H13NO2 | the ωB97M-V functional and the def2-TZVPD basis

Lowest unoccupied orbital energy   0.9 eV
Highest occupied orbital energy   -8.852 eV
SMILES   C1CCNC1.O.O
Orbital gap   9.767 eV
ΔE to the lowest compared entry with this formula, charge and spin   0.546 eV
Electronic energy   -9943.651 eV
Charge   0

Each atom is followed by the atoms it is bonded to, with distances in Å.
Cartesian coordinates (Å):
1 N -0.14 -0.55 -0.37  C2 1.478, C5 1.451, H6 1.005
2 C 0.24 -1.57 0.64  N1 1.478, C3 1.544, H7 1.091, H8 1.092
3 C -1.02 -2.45 0.78  C2 1.544, C4 1.535, H9 1.090, H10 1.072
4 C -2.00 -1.91 -0.28  C3 1.535, C5 1.508, H11 1.093, H12 1.090
5 C -1.06 -1.24 -1.25  N1 1.451, C4 1.508, H13 1.091, H14 1.104
6 H 0.68 -0.13 -0.78  N1 1.005
7 H 0.46 -1.04 1.57  C2 1.091
8 H 1.07 -2.15 0.23  C2 1.092
9 H -1.44 -2.32 1.78  C3 1.090
10 H -0.81 -3.49 0.62  C3 1.072
11 H -2.67 -1.18 0.17  C4 1.093
12 H -2.65 -2.63 -0.76  C4 1.090
13 H -1.51 -0.56 -1.99  C5 1.091
14 H -0.57 -2.03 -1.83  C5 1.104
15 H 0.65 1.63 -0.12  O17 0.965
16 H 1.28 2.96 0.24  O17 0.965
17 O 1.08 2.40 -0.52  H15 0.965, H16 0.965
18 H 3.27 5.03 0.11  O20 0.964
19 H 2.49 6.09 0.97  O20 0.965
20 O 2.62 5.15 0.81  H18 0.964, H19 0.965

6.
C4H13NO2 | the ωB97M-V functional and the def2-TZVPD basis

Lowest unoccupied orbital energy   0.5 eV
Highest occupied orbital energy   -8.136 eV
SMILES   CC(C)=CN.O.O
Orbital gap   8.668 eV
ΔE to the lowest compared entry with this formula, charge and spin   2.451 eV
Electronic energy   -9941.746 eV
Charge   0

Each atom is followed by the atoms it is bonded to, with distances in Å.
Cartesian coordinates (Å):
1 C -0.38 1.29 -0.28  C2 1.549, H6 1.089, H7 1.103, H8 1.163
2 C -1.14 0.07 0.30  C1 1.549, C3 1.298, C5 1.561
3 C -0.91 -0.50 1.44  C2 1.298, N4 1.472, H9 1.118
4 N 0.46 -0.65 1.95  C3 1.472, H10 0.978, H11 0.987
5 C -2.41 -0.45 -0.45  C2 1.561, H12 1.071, H13 1.180, H14 1.098
6 H -0.05 1.24 -1.32  C1 1.089
7 H -0.95 2.23 -0.26  C1 1.103
8 H 0.70 1.56 0.05  C1 1.163
9 H -1.60 -1.03 2.15  C3 1.118
10 H 0.45 -1.09 2.83  N4 0.978
11 H 0.70 0.30 2.05  N4 0.987
12 H -2.56 0.15 -1.33  C5 1.071
13 H -2.34 -1.60 -0.73  C5 1.180
14 H -3.28 -0.18 0.15  C5 1.098
15 H 1.90 -1.87 -1.44  O17 0.912
16 H 1.54 -1.82 0.08  O17 0.975
17 O 1.87 -2.35 -0.67  H15 0.912, H16 0.975
18 H 2.66 2.33 -1.57  O20 0.978
19 H 3.05 0.94 -1.43  O20 0.909
20 O 2.29 1.43 -1.51  H18 0.978, H19 0.909

7.
C4H13NO2 | the ωB97M-V functional and the def2-TZVPD basis

Lowest unoccupied orbital energy   0.8 eV
Highest occupied orbital energy   -8.602 eV
SMILES   CC/C=C/N.O.O
Orbital gap   9.355 eV
ΔE to the lowest compared entry with this formula, charge and spin   1.271 eV
Electronic energy   -9942.925 eV
Charge   0

Each atom is followed by the atoms it is bonded to, with distances in Å.
Cartesian coordinates (Å):
1 C 0.10 0.25 -2.22  C2 1.520, H6 1.095, H7 1.087, H8 1.085
2 C -0.67 0.04 -0.93  C1 1.520, C3 1.519, H9 1.078, H10 1.098
3 C 0.00 -0.91 0.05  C2 1.519, C4 1.323, H11 1.084
4 C -0.59 -2.03 0.45  C3 1.323, N5 1.427, H12 1.075
5 N -0.21 -2.82 1.57  C4 1.427, H13 1.013, H14 1.016
6 H 0.39 -0.76 -2.55  C1 1.095
7 H -0.50 0.69 -3.01  C1 1.087
8 H 1.02 0.81 -2.05  C1 1.085
9 H -1.68 -0.30 -1.06  C2 1.078
10 H -0.75 0.96 -0.32  C2 1.098
11 H 0.73 -0.35 0.62  C3 1.084
12 H -1.61 -2.20 0.14  C4 1.075
13 H 0.06 -3.75 1.30  N5 1.013
14 H 0.56 -2.36 2.03  N5 1.016
15 H 0.44 1.31 2.21  O17 0.960
16 H -0.75 0.43 2.69  O17 0.966
17 O -0.49 1.33 2.47  H15 0.960, H16 0.966
18 H 1.75 3.76 -0.07  O20 0.960
19 H 0.75 3.02 -0.99  O20 0.968
20 O 1.44 2.89 -0.32  H18 0.960, H19 0.968

8.
C4H13NO2 | the ωB97M-V functional and the def2-TZVPD basis

Lowest unoccupied orbital energy   0.8 eV
Highest occupied orbital energy   -8.556 eV
SMILES   C=C(N)CC.O.O
Orbital gap   9.399 eV
ΔE to the lowest compared entry with this formula, charge and spin   0.716 eV
Electronic energy   -9943.481 eV
Charge   0

Each atom is followed by the atoms it is bonded to, with distances in Å.
Cartesian coordinates (Å):
1 C 1.36 -0.96 1.75  C2 1.550, H6 1.090, H7 1.090, H8 1.092
2 C -0.19 -0.92 1.76  C1 1.550, C3 1.507, H9 1.089, H10 1.091
3 C -0.74 -0.08 0.64  C2 1.507, C4 1.324, N5 1.408
4 C -0.72 1.24 0.68  C3 1.324, H11 1.088, H12 1.088
5 N -1.26 -0.80 -0.45  C3 1.408, H13 1.008, H14 1.011
6 H 1.73 -0.67 0.77  C1 1.090
7 H 1.75 -0.22 2.44  C1 1.090
8 H 1.77 -1.94 1.99  C1 1.092
9 H -0.65 -1.91 1.83  C2 1.089
10 H -0.48 -0.39 2.67  C2 1.091
11 H -0.36 1.74 1.58  C4 1.088
12 H -1.04 1.96 -0.07  C4 1.088
13 H -1.74 -1.65 -0.22  N5 1.008
14 H -1.84 -0.24 -1.07  N5 1.011
15 H -0.19 2.00 -3.49  O17 0.962
16 H -0.64 1.48 -2.15  O17 0.963
17 O -0.85 1.42 -3.08  H15 0.962, H16 0.963
18 H 1.75 -0.03 -2.56  O20 0.966
19 H 0.79 -0.27 -1.38  O20 0.967
20 O 1.55 0.25 -1.65  H18 0.966, H19 0.967

9.
C4H13NO2 | the ωB97M-V functional and the def2-TZVPD basis

Lowest unoccupied orbital energy   0.5 eV
Highest occupied orbital energy   -7.958 eV
SMILES   C=C(C)NC.O.O
Orbital gap   8.424 eV
ΔE to the lowest compared entry with this formula, charge and spin   3.237 eV
Electronic energy   -9940.959 eV
Charge   0

Each atom is followed by the atoms it is bonded to, with distances in Å.
Cartesian coordinates (Å):
1 C 2.26 -1.61 -0.47  C2 1.578, H6 1.188, H7 1.042, H8 1.129
2 C 1.65 -0.17 -0.23  C1 1.578, C3 1.304, N5 1.366
3 C 2.20 0.60 0.66  C2 1.304, H9 1.093, H10 1.095
4 C -0.14 -0.57 -1.72  N5 1.460, H11 1.063, H12 1.162, H13 1.096
5 N 0.39 0.20 -0.60  C2 1.366, C4 1.460, H14 1.066
6 H 3.40 -1.29 -0.60  C1 1.188
7 H 1.78 -2.16 -1.21  C1 1.042
8 H 2.17 -2.37 0.37  C1 1.129
9 H 3.22 0.41 1.00  C3 1.093
10 H 1.93 1.48 1.26  C3 1.095
11 H -0.24 -1.50 -1.21  C4 1.063
12 H 0.61 -0.82 -2.58  C4 1.162
13 H -0.91 0.08 -2.15  C4 1.096
14 H 0.09 1.22 -0.56  N5 1.066
15 H -4.38 1.13 1.37  O17 1.006
16 H -5.11 1.70 0.00  O17 1.043
17 O -5.22 1.57 1.03  H15 1.006, H16 1.043
18 H -1.57 0.03 1.54  O20 1.048
19 H -0.63 1.12 2.12  O20 0.923
20 O -1.53 0.97 2.00  H18 1.048, H19 0.923

10.
C4H13NO2 | the ωB97M-V functional and the def2-TZVPD basis

Lowest unoccupied orbital energy   0.1 eV
Highest occupied orbital energy   -7.705 eV
SMILES   C/C=C/NC.O.O
Orbital gap   7.760 eV
ΔE to the lowest compared entry with this formula, charge and spin   3.749 eV
Electronic energy   -9940.447 eV
Charge   0

Each atom is followed by the atoms it is bonded to, with distances in Å.
Cartesian coordinates (Å):
1 C 0.32 -0.94 -3.16  C2 1.516, H6 1.086, H7 1.080, H8 1.122
2 C -0.38 -0.88 -1.82  C1 1.516, C3 1.393, H9 1.106
3 C 0.24 -0.08 -0.86  C2 1.393, N4 1.477, H10 1.096
4 N 0.47 -0.55 0.53  C3 1.477, C5 1.524, H11 1.013
5 C 1.47 0.40 1.17  N4 1.524, H12 1.090, H13 1.090, H14 1.133
6 H 0.38 -1.92 -3.62  C1 1.086
7 H 0.07 -0.16 -3.88  C1 1.080
8 H 1.42 -0.91 -2.95  C1 1.122
9 H -1.32 -1.39 -1.55  C2 1.106
10 H 0.09 1.00 -0.82  C3 1.096
11 H 0.87 -1.47 0.43  N4 1.013
12 H 1.27 1.41 0.79  C5 1.090
13 H 1.42 0.39 2.26  C5 1.090
14 H 2.47 0.03 0.78  C5 1.133
15 H -1.47 0.33 1.00  O17 0.968
16 H -2.71 -0.49 0.71  O17 0.961
17 O -2.43 0.37 1.04  H15 0.968, H16 0.961
18 H -1.48 1.49 3.25  O20 0.969
19 H -0.05 1.70 2.98  O20 0.964
20 O -0.67 1.68 3.73  H18 0.969, H19 0.964

11.
C4H13NO3 | the ωB97M-V functional and the def2-TZVPD basis

Lowest unoccupied orbital energy   0.6 eV
Highest occupied orbital energy   -9.775 eV
SMILES   CC(C)NC=O.O.O
Orbital gap   10.352 eV
ΔE to the lowest compared entry with this formula, charge and spin   0.610 eV
Electronic energy   -11991.861 eV
Charge   0

Each atom is followed by the atoms it is bonded to, with distances in Å.
Cartesian coordinates (Å):
1 C 0.32 1.48 0.08  N2 1.349, O6 1.221, H7 1.093
2 N -0.12 0.35 0.67  C1 1.349, C4 1.466, H8 1.004
3 C -2.53 0.38 0.03  C4 1.524, H9 1.088, H10 1.091, H11 1.088
4 C -1.25 -0.44 0.19  N2 1.466, C3 1.524, C5 1.529, H12 1.086
5 C -0.93 -1.15 -1.12  C4 1.529, H13 1.098, H14 1.076, H15 1.092
6 O -0.22 2.04 -0.86  C1 1.221
7 H 1.29 1.83 0.47  C1 1.093
8 H 0.43 -0.10 1.38  N2 1.004
9 H -2.50 0.83 -0.96  C3 1.088
10 H -3.41 -0.27 0.07  C3 1.091
11 H -2.59 1.16 0.78  C3 1.088
12 H -1.41 -1.20 0.96  C4 1.086
13 H -1.87 -1.59 -1.49  C5 1.098
14 H -0.29 -2.01 -1.04  C5 1.076
15 H -0.56 -0.42 -1.84  C5 1.092
16 H 1.84 0.09 -1.38  O18 0.967
17 H 3.25 0.26 -1.92  O18 0.969
18 O 2.74 -0.26 -1.28  H16 0.967, H17 0.969
19 H 2.79 -0.59 1.70  O21 0.966
20 H 2.61 0.23 2.98  O21 0.963
21 O 2.40 -0.62 2.58  H19 0.966, H20 0.963

12.
C4H13NO3 | the ωB97M-V functional and the def2-TZVPD basis

Lowest unoccupied orbital energy   0.8 eV
Highest occupied orbital energy   -8.688 eV
SMILES   C[C@@H](O)CNCO.O
Orbital gap   9.492 eV
ΔE to the lowest compared entry with this formula, charge and spin   3.771 eV
Electronic energy   -11988.700 eV
Charge   0

Each atom is followed by the atoms it is bonded to, with distances in Å.
Cartesian coordinates (Å):
1 C -1.12 0.42 0.32  C2 1.592, N5 1.487, H8 1.036, H9 1.163
2 C -0.23 0.57 -0.99  C1 1.592, C3 1.554, O4 1.379, H10 1.104
3 C -1.06 1.24 -2.13  C2 1.554, H11 1.174, H12 1.190, H13 1.181
4 O 0.92 1.25 -0.67  C2 1.379, H14 0.886
5 N -0.54 -0.64 1.19  C1 1.487, C6 1.418, H15 1.060
6 C 0.54 -0.23 2.02  N5 1.418, O7 1.383, H16 1.046, H17 1.052
7 O 1.68 -0.30 1.24  C6 1.383, H18 1.125
8 H -2.13 0.26 0.15  C1 1.036
9 H -1.13 1.40 0.95  C1 1.163
10 H 0.18 -0.32 -1.49  C2 1.104
11 H -1.33 0.53 -3.02  C3 1.174
12 H -0.41 2.18 -2.45  C3 1.190
13 H -2.16 1.55 -1.80  C3 1.181
14 H 0.96 1.80 0.01  O4 0.886
15 H -0.30 -1.52 0.66  N5 1.060
16 H 0.41 0.68 2.53  C6 1.046
17 H 0.76 -0.97 2.73  C6 1.052
18 H 1.83 0.25 0.27  O7 1.125
19 H 1.33 -1.94 0.24  O21 0.993
20 H 0.74 -3.40 0.44  O21 0.930
21 O 1.06 -2.79 -0.18  H19 0.993, H20 0.930